Record 1
Computed, not measured: a single C5H7NO molecule, with ωB97M-V with the def2-TZVPD basis set.

Its orbital gap is 0.339 hartree. Its SMILES is CC(=O)[C@@H]1C=C1N. As for the LUMO energy: 0.91 eV. The HOMO energy comes out at -8.32 eV.

Element x y z (Å)
C  2.3456  -0.1897  0.1262
C  1.0017  0.4919  0.2728
O  0.9232  1.5254  0.9062
C  -0.1681  -0.0334  -0.5380
C  -1.2604  1.0116  -0.7126
C  -1.5978  -0.0672  -0.0859
N  -2.5287  -0.8709  0.4861
H  3.0959  0.5777  -0.0890
H  2.3417  -0.9417  -0.6621
H  2.6129  -0.6640  1.0761
H  0.1809  -0.6361  -1.3958
H  -1.2354  2.0580  -0.9713
H  -2.2540  -1.7358  0.9132
H  -3.4576  -0.5258  0.6742

=====

Record 2
Computed, not measured: a molecular structure, C18H12BBr4F4N4O2Pb, with ωB97M-V with the def2-TZVPD basis set.

Its orbital gap is 0.273 hartree. As for the charge: -1. As for the LUMO energy: 2.32 eV. The HOMO energy comes out at -5.10 eV.

Element x y z (Å)
Pb  1.3382  0.5393  -0.8599
N  -1.2016  2.5485  1.0858
C  -0.9030  2.3255  2.4003
C  -1.1792  3.2510  3.3867
C  -0.8391  3.0107  4.7281
C  -0.2262  1.8524  5.1103
C  0.0735  0.8738  4.1330
C  0.7057  -0.3522  4.4513
C  0.9673  -1.2574  3.4695
C  0.5981  -0.9408  2.1466
N  0.0253  0.1868  1.8032
C  -0.2511  1.1012  2.7770
H  -1.8488  3.2949  0.8907
H  -1.2789  1.7549  0.4598
H  -1.6734  4.1772  3.1190
H  -1.0769  3.7657  5.4676
H  0.0331  1.6669  6.1447
H  0.9810  -0.5483  5.4809
H  1.4720  -2.1939  3.6607
H  0.8218  -1.6480  1.3573
Br  -2.1309  1.7025  -7.0556
C  -1.7389  1.4827  -5.2190
C  -2.7463  1.5622  -4.2719
Br  -4.5370  1.8880  -4.7824
C  -2.4294  1.3915  -2.9180
Br  -3.7452  1.4771  -1.5622
C  -1.1291  1.1459  -2.5007
O  -0.8177  0.9475  -1.2311
C  -0.0863  1.0673  -3.4747
O  1.1406  0.8549  -3.0658
C  -0.4213  1.2356  -4.8157
Br  0.9988  1.1164  -6.0536
N  1.4268  -2.8347  -1.5873
C  0.7819  -3.7958  -2.2559
C  -0.5064  -3.3535  -2.4777
C  -0.5500  -2.0863  -1.8893
N  0.6290  -1.7852  -1.3514
H  2.3799  -2.8770  -1.2205
H  1.2787  -4.7156  -2.5086
H  -1.2997  -3.8728  -2.9831
H  -1.3632  -1.3875  -1.8118
F  2.5843  -3.0857  1.4530
B  3.6841  -2.5150  0.7935
F  4.8334  -2.6052  1.5460
F  3.8445  -3.1970  -0.4547
F  3.3816  -1.1685  0.4856

=====

Record 3
Computed, not measured: a molecular structure, C27H56N12S5Y, with ωB97M-V with the def2-TZVPD basis set.

Its orbital gap is 0.255 hartree. As for the charge: +1. As for the LUMO energy: -2.09 eV. The HOMO energy comes out at -9.03 eV.

Element x y z (Å)
Y  -0.0903  -0.3173  0.5531
C  -3.4008  -2.6835  0.7879
N  -2.4192  -3.0046  1.8081
C  -2.8764  -2.8767  3.1821
C  -1.1365  -3.3026  1.4990
N  -0.5396  -2.6691  0.5013
C  0.4367  -3.4113  -0.2951
C  0.3363  -2.8470  -1.6950
N  0.6073  -1.3858  -1.6778
C  2.0726  -1.2135  -1.7677
C  2.5803  0.1740  -1.4454
N  2.0873  0.6091  -0.1357
C  2.6571  1.6731  0.3786
N  3.2078  2.6757  -0.3732
C  4.4126  3.3718  0.0456
C  2.6389  3.1397  -1.6228
N  2.7266  1.8230  1.7330
C  2.6347  3.1249  2.3674
C  3.2788  0.7678  2.5724
C  -0.1465  -0.7454  -2.7722
C  -0.3410  0.7539  -2.6483
N  -0.7814  1.1646  -1.3122
C  -1.6810  2.1396  -1.2846
N  -2.6955  2.2197  -2.1982
C  -3.2073  3.4758  -2.7133
C  -3.3353  1.0229  -2.7052
N  -1.6270  3.1260  -0.3670
C  -2.8316  3.7229  0.2011
C  -0.4488  3.3160  0.4536
N  -0.5264  -4.2707  2.2248
C  -1.2594  -5.3462  2.8697
C  0.9072  -4.2630  2.4635
H  -4.2488  -3.3680  0.8831
H  -2.9537  -2.8056  -0.1955
H  -3.7537  -1.6585  0.8958
H  -3.3559  -1.9022  3.2922
H  -2.0258  -2.9007  3.8576
H  -3.5915  -3.6594  3.4501
H  0.2011  -4.4803  -0.3137
H  1.4633  -3.3197  0.0754
H  -0.6802  -3.0056  -2.0528
H  1.0223  -3.3487  -2.3877
H  2.4194  -1.5054  -2.7694
H  2.5275  -1.9006  -1.0531
H  2.3262  0.8560  -2.2551
H  3.6722  0.1018  -1.4228
H  4.8785  2.8476  0.8754
H  4.2092  4.4042  0.3421
H  5.1192  3.3882  -0.7868
H  1.6289  2.7557  -1.7418
H  3.2401  2.8424  -2.4871
H  2.5877  4.2312  -1.6025
H  2.2174  3.8543  1.6763
H  3.6061  3.4845  2.7206
H  1.9683  3.0439  3.2274
H  3.2712  -0.1756  2.0356
H  2.6931  0.6493  3.4817
H  4.3081  1.0261  2.8500
H  -1.1373  -1.2040  -2.7724
H  0.3176  -0.9749  -3.7420
H  -1.0463  1.0393  -3.4328
H  0.5854  1.2781  -2.8960
H  -2.5692  4.2951  -2.3935
H  -4.2292  3.6724  -2.3792
H  -3.2066  3.4416  -3.8056
H  -2.9966  0.1601  -2.1356
H  -3.1270  0.8602  -3.7675
H  -4.4172  1.1126  -2.5830
H  -3.7169  3.2281  -0.1828
H  -2.8783  4.7923  -0.0154
H  -2.8144  3.5716  1.2811
H  0.4275  2.9559  -0.0742
H  -0.5412  2.7795  1.4046
H  -0.3341  4.3810  0.6654
H  -2.2617  -5.4148  2.4566
H  -1.3271  -5.2052  3.9510
H  -0.7395  -6.2867  2.6789
H  1.3264  -3.2971  2.1981
H  1.4202  -5.0414  1.8930
H  1.0893  -4.4284  3.5265
S  -2.5113  0.6168  1.3735
S  -2.1792  1.0616  3.3631
S  -0.1290  1.0014  3.4884
S  0.3739  -0.9749  3.1375
C  8.5909  -4.5218  0.1736
C  7.4881  -3.6510  -0.3257
C  7.4957  -2.9672  -1.5021
C  6.3578  -2.1893  -1.8196
N  5.3035  -2.0984  -1.0386
C  5.2845  -2.7712  0.1422
S  4.0082  -2.7376  1.2129
N  6.3895  -3.5337  0.4556
C  6.3336  -1.4001  -3.0913
H  9.4154  -4.5366  -0.5336
H  8.2338  -5.5427  0.3171
H  8.9590  -4.1559  1.1334
H  8.3427  -3.0230  -2.1685
H  6.3368  -4.0244  1.3384
H  6.7856  -1.9566  -3.9114
H  6.9138  -0.4841  -2.9573
H  5.3115  -1.1292  -3.3438

=====

Record 4
Computed, not measured: a molecular structure, C11H16I2InO5SY at a distorted geometry, with ωB97M-V with the def2-TZVPD basis set.

Its orbital gap (spin up / spin down) is 0.259 / 0.169 hartree. As for the charge: +4. As for the LUMO energy (spin up / spin down): -16.00 / -17.49 eV. The HOMO energy (spin up / spin down) comes out at -23.06 / -22.10 eV.

Element x y z (Å)
I  4.3076  -1.2079  0.3368
I  3.8017  1.3580  0.8055
Y  0.2125  1.7621  0.7498
In  -0.1295  -1.8101  -0.0997
S  0.8174  0.1558  -1.3352
C  -2.2586  -2.3503  -1.4658
C  -2.2513  -1.2661  1.3733
C  0.2625  0.0799  -3.1296
C  1.0580  1.1472  -3.8729
C  -1.2174  0.3700  -3.2019
C  0.6308  -1.2905  -3.6506
C  -1.5978  2.6712  2.1911
C  -2.0594  1.3493  0.0270
O  -2.9668  -1.1338  2.2634
O  -3.3871  -2.5450  -1.4911
O  -2.4941  2.9384  2.8530
O  -3.1804  1.1553  -0.1062
H  0.8125  1.1384  -4.9473
H  2.1401  0.9804  -3.7741
H  0.8319  2.1547  -3.4977
H  -1.5460  0.2824  -4.2417
H  -1.4302  1.3866  -2.8647
H  -1.8035  -0.3346  -2.6131
H  0.4003  -1.3351  -4.7155
H  0.0765  -2.0887  -3.1686
H  1.6908  -1.5045  -3.5234
C  2.0701  -0.4730  3.5894
C  0.6009  -0.4627  3.2555
C  -0.1962  0.2516  4.3199
O  0.3708  0.1610  1.9828
H  2.4847  0.5361  3.4917
H  2.6460  -1.1196  2.9245
H  2.2403  -0.8050  4.6209
H  0.2492  -1.4854  3.1197
H  0.1075  1.3039  4.3789
H  -1.2631  0.2163  4.1111
H  -0.0307  -0.1863  5.3048

=====

Record 5
Computed, not measured: a molecular structure, C4H8O2Sc at a distorted geometry, with ωB97M-V with the def2-TZVPD basis set.

Its orbital gap (spin up / spin down) is 0.110 / 0.108 hartree. As for the charge: +3. As for the LUMO energy (spin up / spin down): -17.38 / -17.38 eV. The HOMO energy (spin up / spin down) comes out at -20.36 / -20.32 eV.

Element x y z (Å)
C  -1.7232  -0.4309  1.2306
C  -0.4122  -0.6601  0.5905
C  0.6835  0.1253  0.7473
C  1.8480  -0.1668  -0.0149
O  2.9006  0.4983  0.0767
Sc  4.8158  0.6446  -0.5888
H  -2.5101  -0.4443  0.4607
H  -1.7497  0.4900  1.8241
H  -0.3523  -1.4946  -0.1166
H  -1.9200  -1.3068  1.8773
H  0.6925  0.9887  1.4150
H  1.8129  -1.0171  -0.7169
H  -0.8335  1.2663  -1.7879
O  -1.2959  0.5409  -2.2206
H  -1.9564  0.9666  -2.7765

=====

Record 6
Computed, not measured: a molecular structure, CH3N3O at a distorted geometry, with ωB97M-V with the def2-TZVPD basis set.

Its orbital gap is 0.377 hartree. As for the LUMO energy: 0.17 eV. The HOMO energy comes out at -10.09 eV.

Element x y z (Å)
C  0.9260  0.3250  0.1518
O  2.0792  -0.1109  -0.1324
N  -1.2282  -0.8185  0.3656
N  0.0530  -0.6292  -0.1381
N  -2.0604  0.0731  0.1982
H  1.1712  -1.0972  -0.6183
H  -1.6712  0.9073  -0.2883
H  0.7303  1.3504  0.4615

=====

Taking the records one at a time from the top gives E_tot values of -324.62543 -11976.29529 -3748.76180 -2025.31059 -1067.05228 -279.26264 Ha.
Taking the records one at a time from the top gives energy relative to the best compared isomer or geometry (same formula, charge and spin) values of 62.1 0.0 2.3 0.0 0.0 103.3 kcal per mole.